Density functional theory data (ωB97M-V/def2-TZVPD) for C51H44N8NaO7S3 as an isolated structure.

Geometry (Å):
Na1 0.1437 -1.0613 -2.1791
O1 4.1658 1.3350 -2.5661
C1 3.1658 0.6974 -3.2099
O2 3.2595 -0.4461 -3.5648
C2 1.9916 1.5848 -3.4567
C3 2.1344 2.9551 -3.6026
C4 0.9844 3.6940 -3.8412
C5 -0.2335 3.0449 -3.8434
C6 -0.2799 1.6595 -3.6565
N1 0.8311 0.9479 -3.5243
C7 -1.6373 0.9467 -3.5284
O3 -2.5625 1.6917 -3.1506
O4 -1.6511 -0.2709 -3.7660
H1 4.8433 0.6632 -2.3989
H2 3.1082 3.4147 -3.5322
H3 1.0440 4.7654 -3.9912
H4 -1.1733 3.5683 -3.9403
N2 3.4623 -2.8100 -1.1596
C8 2.7200 -3.9697 -0.6716
C9 1.1923 -4.0061 -0.9926
O5 0.5952 -5.0524 -0.6934
O6 0.6941 -2.9607 -1.4815
H5 3.6642 -2.9459 -2.1455
H6 2.8064 -2.0289 -1.1614
H7 2.8021 -4.0159 0.4234
H8 3.1729 -4.8919 -1.0431
N3 1.7689 0.1092 -0.6274
S1 1.7644 0.1008 0.8130
N4 0.7612 1.1891 1.6596
S2 -0.5452 0.9354 2.4085
N5 -1.8157 0.3188 1.8188
S3 -2.0396 0.5552 0.1354
N6 -1.1409 -0.1166 -0.7470
C10 -3.7640 0.1257 0.0342
C11 -4.1531 -0.2883 -1.2323
C12 -5.4735 -0.6738 -1.4225
C13 -6.3664 -0.6456 -0.3650
C14 -5.9550 -0.2309 0.8955
C15 -4.6424 0.1575 1.1023
C16 -1.9999 2.3509 0.0907
C17 -0.8055 2.8850 -0.3609
C18 -0.6278 4.2597 -0.3150
C19 -1.6396 5.0766 0.1653
C20 -2.8372 4.5254 0.5971
C21 -3.0225 3.1524 0.5635
C22 -0.9516 2.5574 3.0753
C23 -2.0851 2.6326 3.8708
C24 -2.4677 3.8533 4.3937
C25 -1.7243 4.9908 4.1083
C26 -0.6026 4.9060 3.2997
C27 -0.2055 3.6826 2.7784
C28 -0.2837 -0.0062 3.9078
C29 -1.0062 -1.1583 4.1506
C30 -0.7545 -1.8681 5.3159
C31 0.1970 -1.4171 6.2159
C32 0.9166 -0.2575 5.9558
C33 0.6805 0.4516 4.7937
C34 1.4490 -1.3976 1.7646
C35 0.4203 -2.2172 1.3428
C36 0.1643 -3.3939 2.0346
C37 0.9121 -3.7203 3.1548
C38 1.9240 -2.8714 3.5851
C39 2.2037 -1.7101 2.8837
C40 3.3383 0.6677 1.5094
C41 4.4565 0.0169 0.9979
C42 5.7185 0.4130 1.4149
C43 5.8649 1.4632 2.3125
C44 4.7445 2.1135 2.8029
C45 3.4760 1.7107 2.4067
H9 -3.4386 -0.2902 -2.0465
H10 -5.7923 -1.0024 -2.4013
H11 -7.3920 -0.9561 -0.5180
H12 -6.6554 -0.2200 1.7205
H13 -4.2952 0.4579 2.0823
H14 -0.0334 2.2205 -0.7243
H15 0.3012 4.6870 -0.6660
H16 -1.4997 6.1497 0.1982
H17 -3.6319 5.1660 0.9589
H18 -3.9565 2.7168 0.8920
H19 -2.6620 1.7390 4.0666
H20 -3.3514 3.9214 5.0137
H21 -2.0292 5.9471 4.5109
H22 -0.0351 5.7950 3.0607
H23 0.6483 3.5943 2.1238
H24 -1.7305 -1.4915 3.4218
H25 -1.2986 -2.7821 5.5106
H26 0.3884 -1.9754 7.1217
H27 1.6680 0.0862 6.6531
H28 1.2430 1.3462 4.5681
H29 -0.1450 -1.9652 0.4561
H30 -0.5914 -4.0678 1.6572
H31 0.7209 -4.6458 3.6831
H32 2.5163 -3.1212 4.4565
H33 3.0099 -1.0680 3.2146
H34 4.3408 -0.7987 0.2894
H35 6.5904 -0.1019 1.0311
H36 6.8532 1.7756 2.6264
H37 4.8531 2.9384 3.4958
H38 2.5963 2.2124 2.7834
N7 -1.7031 -6.0655 -5.9220
C46 -2.1525 -4.8410 -5.5071
O7 -3.3003 -4.6574 -5.1657
C47 -1.0995 -3.7791 -5.5551
C48 -0.5953 -3.3199 -6.7649
C49 0.3938 -2.3519 -6.7449
C50 0.8551 -1.9030 -5.5153
N8 0.3874 -2.3483 -4.3621
C51 -0.5760 -3.2517 -4.3765
H39 -2.3190 -6.8478 -5.7723
H40 -0.7138 -6.2376 -5.9541
H41 -0.9792 -3.7072 -7.7004
H42 0.8043 -1.9524 -7.6621
H43 1.6340 -1.1535 -5.4418
H44 -0.9223 -3.5878 -3.4078

The total charge is -1. Its LUMO energy is 0.067 hartree. The value obtained for the energy is -116774.3304 eV. The value obtained for the energy above the lowest of the compared OMol25 structures with the same formula, charge and spin is 14.8 kcal/mol. The value obtained for the highest occupied orbital energy is -4.72 eV. The calculation puts the strongest force on any atom at 0.98 eV/Å. Its frontier orbital gap is 6.537 eV.